A molecular structure, C21H36P2ReS at a distorted geometry, computed with the ωB97M-V functional and the def2-TZVPD basis.

Total charge = +2
Frontier orbital gap (spin up / spin down) = 4.79 / 2.39 eV
Lowest unoccupied orbital energy (spin up / spin down) = -7.7 / -10.1 eV
Relative energy (zero: lowest compared OMol25 entry of this formula, charge and spin) = 23.67 kcal/mol
Spin multiplicity = 4

Element x y z (Å)
1 P 1.5431 2.0340 1.3715
2 P -2.9618 -0.8290 0.4600
3 C 0.3205 1.0514 -2.6532
4 C -0.3089 0.2912 -1.5549
5 H -0.3152 1.2378 -3.5354
6 H 0.9975 1.8846 -2.3942
7 H -0.0417 0.5809 -0.5308
8 H -1.3828 0.0659 -1.6332
9 C -3.1562 -2.6672 0.3925
10 H -3.9206 -3.0575 1.0876
11 H -2.1829 -3.1251 0.6410
12 H -3.4147 -2.9464 -0.6371
13 C -4.7235 -0.3235 0.6194
14 H -5.3274 -0.8103 -0.1520
15 H -4.7931 0.7606 0.4645
16 H -5.1554 -0.5411 1.6060
17 C 3.2145 1.5994 2.1049
18 H 3.6302 2.2482 2.8879
19 H 3.9652 1.5016 1.3017
20 H 3.0758 0.5910 2.5290
21 C 1.9706 3.5133 0.3225
22 H 1.0363 3.8997 -0.1088
23 H 2.5794 3.1244 -0.5095
24 H 2.5263 4.3376 0.7845
25 Re 1.1173 -1.0141 -2.5718
26 C 1.0868 -2.5716 -3.7599
27 C 0.9882 -2.9329 -2.2946
28 C 2.1199 -3.5822 -1.5385
29 C 3.2812 -2.5875 -1.2755
30 C 2.8463 -1.1848 -1.6894
31 C 2.9852 -0.7479 -3.1067
32 C 3.4386 -1.6912 -4.2151
33 C 2.3632 -2.7510 -4.5502
34 C 0.3971 2.6138 2.7298
35 H 0.1781 -2.8274 -4.3119
36 H 0.0238 -3.3796 -2.0590
37 H 2.4834 -4.4980 -2.0405
38 H 1.7547 -3.9000 -0.5415
39 H 3.5640 -2.5952 -0.2063
40 H 4.2078 -2.8913 -1.7959
41 H 3.1625 -0.4307 -0.9558
42 H 3.4544 0.2421 -3.2000
43 H 4.4215 -2.1418 -4.0176
44 H 3.5818 -1.0568 -5.1079
45 H 2.0813 -2.6167 -5.6030
46 H 2.7446 -3.7777 -4.4626
47 H -0.4739 3.1172 2.2963
48 H 0.7881 3.2347 3.5415
49 H 0.0303 1.6853 3.1697
50 S -2.5464 -0.7853 2.5655
51 C -2.9722 0.8076 3.1746
52 C -3.2113 1.9182 2.3479
53 C -3.6450 3.1249 2.9081
54 C -3.7317 3.2637 4.3033
55 C -3.4114 2.1810 5.1333
56 C -3.0207 0.9680 4.5813
57 H -3.0806 1.8293 1.2693
58 H -3.9134 3.9488 2.2588
59 H -4.0415 4.2137 4.7345
60 H -3.4766 2.2805 6.2191
61 H -2.7500 0.1133 5.2068

Cartesian forces (eV/Å) of the 3 atoms listed first:
2.1180 3.7152 2.3172
-0.9057 -0.0978 0.6576
-1.5426 1.0111 1.3433